Entry from the OMol25 dataset: a cluster of 6 separate species, C15H24NO18S in total (wB97M-V/def2-TZVPD).

```
59
Properties=species:S:1:pos:R:3:forces:R:3:nbo_charge:R:1
N 4.861000 21.075000 37.771000 4.00 -1.47 2.13 0.716
O 3.777000 21.440000 38.074000 -4.54 1.88 -0.14 -0.519
O 5.291000 20.049000 38.381000 0.66 -0.07 -1.36 -0.569
O 5.633000 21.781000 37.076000 -0.02 -0.13 -0.64 -0.595
O 3.448000 17.594000 32.718000 -0.43 -0.79 -0.84 -0.913
S 4.739000 17.208000 33.173000 3.17 2.17 0.31 2.313
O 5.830000 18.186000 32.919000 -1.85 -2.03 0.89 -0.943
O 4.535000 16.964000 34.776000 0.44 -1.50 -2.45 -0.697
C 4.238000 18.132000 35.490000 4.01 -0.98 5.92 -0.086
C 3.443000 17.794000 36.787000 0.76 1.48 3.03 -0.666
C 5.379000 15.598000 32.534000 -2.89 0.10 3.81 -0.831
H 3.868000 18.927000 35.036000 -2.14 3.01 -3.01 0.197
H 5.319000 18.534000 35.855000 -2.53 -0.77 -0.48 0.173
H 3.260000 18.772000 37.551000 1.27 -2.20 -2.37 0.262
H 4.163000 17.094000 37.437000 -2.19 1.18 -1.36 0.226
H 2.359000 17.527000 36.718000 1.17 -0.73 -0.56 0.218
H 6.347000 15.231000 32.717000 1.19 0.08 1.74 0.260
H 5.431000 15.603000 31.551000 -0.35 1.25 -5.04 0.242
H 4.572000 14.885000 32.706000 0.29 -0.24 0.56 0.239
C 5.068000 24.326000 39.391000 0.50 -0.11 -1.39 -0.119
C 4.231000 24.687000 38.251000 -0.79 1.52 -1.21 -0.094
O 3.538000 25.903000 38.783000 0.29 -0.63 -1.19 -0.496
C 4.419000 26.497000 39.572000 0.08 2.31 2.86 0.967
O 4.323000 27.635000 40.069000 0.46 -3.61 -1.91 -0.605
O 5.392000 25.589000 39.943000 0.98 1.26 -0.23 -0.492
H 5.770000 23.556000 39.050000 1.08 1.00 0.36 0.228
H 4.519000 23.850000 40.100000 -1.88 -1.58 2.19 0.180
H 3.522000 23.936000 37.958000 -0.39 -0.17 -0.05 0.233
H 4.823000 25.011000 37.366000 -0.39 -0.17 0.54 0.188
C 7.615000 19.841000 35.418000 1.00 -2.26 -4.23 -0.087
C 8.145000 18.446000 35.618000 0.93 0.30 0.94 -0.103
O 9.239000 18.159000 34.735000 -0.94 0.85 0.23 -0.472
C 9.590000 19.334000 34.231000 2.64 0.82 -1.05 0.971
O 10.617000 19.453000 33.565000 -2.67 0.51 1.20 -0.611
O 8.751000 20.334000 34.659000 1.01 0.35 -1.40 -0.514
H 7.651000 20.370000 36.290000 -1.06 1.41 2.07 0.220
H 6.704000 19.776000 34.761000 0.78 0.93 0.93 0.216
H 7.478000 17.710000 35.419000 -2.30 -2.19 -0.09 0.191
H 8.508000 18.441000 36.607000 0.54 -0.75 1.30 0.182
C 8.831000 23.143000 36.481000 -1.03 1.84 2.78 -0.097
C 7.822000 24.277000 36.604000 -4.90 -1.94 0.26 -0.113
O 8.389000 25.452000 37.027000 2.29 -0.08 0.46 -0.467
C 9.669000 25.140000 37.391000 2.60 3.95 2.13 0.963
O 10.379000 26.007000 38.014000 -2.81 -4.59 -3.01 -0.607
O 10.050000 23.897000 36.956000 -1.19 -0.19 0.93 -0.488
H 8.961000 22.928000 35.486000 0.81 -0.85 -2.13 0.202
H 8.332000 22.269000 37.040000 1.99 1.08 -0.24 0.225
H 6.930000 24.018000 37.323000 1.91 0.23 -0.99 0.185
H 7.271000 24.369000 35.666000 0.31 0.53 -0.23 0.190
C 0.957000 21.921000 36.722000 1.39 1.21 -0.18 -0.094
C 0.462000 22.500000 38.085000 2.86 6.41 -3.50 -0.078
O -0.753000 23.203000 37.778000 -0.34 0.22 0.74 -0.477
C -1.218000 22.866000 36.605000 -2.38 -3.39 -2.62 0.980
O -2.380000 22.954000 36.151000 4.64 0.49 1.58 -0.591
O -0.212000 22.032000 35.966000 -3.46 0.45 -0.26 -0.531
H 1.385000 20.883000 36.926000 -0.95 1.20 -0.74 0.208
H 1.640000 22.500000 36.040000 0.35 -0.46 1.63 0.196
H 1.082000 23.295000 38.614000 -0.39 -1.40 -0.79 0.207
H 0.377000 21.697000 38.603000 -1.58 -4.74 4.15 0.177
```
Forces are in eV/Å.

2S+1   1
Energy   -65117.6665 eV
Gap between HOMO and LUMO   8.50 eV
ΔE to the lowest compared entry with this formula, charge and spin   5.88 kcal/mol
Net charge   -1
E_HOMO   -6.689 eV

---

Entry from the OMol25 dataset: a cluster of 2 separate species, C21H49ClN5O3P4S in total (wB97M-V/def2-TZVPD).

```
84
Properties=species:S:1:pos:R:3:forces:R:3:lowdin_charge:R:1
C 1.994077 1.140222 -5.707853 -0.15 -0.40 0.39 -0.157
C 2.780885 0.066705 -4.922849 -0.06 0.27 0.22 -0.390
P 1.763613 -1.460401 -4.676717 -0.92 0.07 -0.93 1.072
C 2.767679 -2.926317 -5.148210 0.52 0.00 0.61 -0.434
C 2.049165 -4.267737 -4.877853 0.02 0.41 -0.43 -0.142
C 1.271678 -1.502363 -2.879178 0.46 0.13 -1.07 -0.341
N 0.075271 -0.986834 -2.561811 1.07 -0.33 1.08 0.021
C -0.888027 -0.396243 -3.498695 -0.46 -0.11 -1.11 -0.127
C -1.637879 -1.441103 -4.330217 -0.16 -0.39 0.71 -0.174
C -2.435886 -2.440647 -3.475270 -0.37 0.23 -1.06 -0.168
C -3.177325 -3.380665 -4.439913 -0.33 0.26 0.30 -0.241
O -2.303234 -4.153865 -5.225473 0.09 -0.10 0.06 -0.182
C -1.868482 -5.337527 -4.572243 0.17 0.17 0.05 -0.089
C -0.073324 -1.075225 -1.173863 -0.88 0.42 -0.03 -0.157
C -1.348434 -0.505780 -0.603904 0.55 0.02 0.09 -0.173
C -1.627952 -0.705757 0.879340 -1.25 -0.19 -0.11 -0.703
C -2.194684 -2.100236 1.202093 0.70 0.16 0.61 -0.135
Cl -2.954798 0.470146 1.263516 0.24 0.05 0.06 0.663
C 1.042927 -1.652904 -0.650005 -0.32 -0.73 -0.39 -0.306
P 1.405845 -1.960070 1.113395 1.03 1.07 1.23 0.434
S 1.919519 -0.311398 2.011322 -0.22 0.02 -0.22 0.189
N 1.879556 -1.930727 -1.756839 -0.39 0.21 0.07 -0.132
P 3.439631 -2.687106 -1.675134 1.20 -0.87 0.66 0.774
O 3.597132 -3.505262 -0.470218 -0.28 0.07 0.17 -0.397
H 1.267675 0.687776 -6.383164 0.19 0.05 -0.23 0.062
H 1.421317 1.747321 -5.005321 0.05 0.15 -0.09 0.066
H 2.685001 1.778378 -6.252146 -0.11 0.09 -0.05 0.077
H 3.678005 -0.220058 -5.474158 0.03 -0.11 0.10 0.080
H 3.084810 0.521331 -3.978575 0.28 -0.25 0.03 0.077
H 2.926418 -2.829571 -6.223173 -0.11 0.36 0.02 0.085
H 3.762392 -2.859678 -4.703194 0.06 -0.26 -0.13 0.049
H 2.658368 -4.948290 -4.287433 -0.17 0.04 0.23 0.072
H 1.065522 -4.091486 -4.438334 0.07 -0.25 0.26 0.044
H 1.864817 -4.761777 -5.830428 -0.03 -0.06 0.04 0.081
H -1.627825 0.203879 -2.977477 0.26 -0.05 0.42 0.127
H -0.374886 0.286473 -4.173448 0.25 -0.03 0.17 0.106
H -0.986374 -2.003326 -4.993978 0.17 0.19 -0.02 0.079
H -2.351199 -0.892410 -4.949041 0.08 0.04 -0.06 0.132
H -1.807435 -3.022293 -2.796376 -0.02 0.15 0.17 0.107
H -3.213746 -1.877963 -2.950366 0.12 -0.22 0.41 0.119
H -3.769865 -2.750791 -5.107760 0.09 -0.12 -0.19 0.128
H -3.902809 -3.999819 -3.900565 0.15 -0.14 0.03 0.129
H -0.828051 -5.516864 -4.844006 -0.03 -0.04 -0.07 0.072
H -2.460331 -6.204761 -4.870587 -0.11 0.06 0.02 0.095
H -1.916732 -5.215243 -3.486163 -0.01 -0.15 0.01 0.085
H -1.346764 0.566934 -0.814133 0.08 0.00 0.02 0.120
H -2.173644 -0.933176 -1.176284 -0.09 0.01 0.13 0.106
H -0.814282 -0.418285 1.539511 0.17 0.05 -0.21 0.029
H -3.279654 -2.091017 1.233434 -0.02 -0.06 -0.35 0.065
H -1.868460 -2.359020 2.212096 -0.12 -0.17 -0.02 0.076
H -1.819196 -2.869413 0.523809 -0.09 0.02 -0.07 0.076
H 2.456661 -2.874844 1.211031 -0.47 -0.35 -0.45 -0.025
H 0.294642 -2.593920 1.690971 -0.08 -0.18 -0.55 -0.014
H 4.401941 -1.663933 -1.747327 -0.44 0.25 -0.33 0.049
H 3.581853 -3.470334 -2.825752 -0.42 0.51 -0.21 0.014
O -2.299731 4.498424 5.080086 -1.33 -2.44 1.41 -0.296
P -1.066108 3.685561 5.364243 3.73 3.41 -2.13 0.692
N -0.207379 4.761980 6.406932 0.32 -0.28 0.55 -0.343
C 0.590692 5.864182 5.909185 0.12 -0.04 -0.40 -0.128
C -1.001955 5.174241 7.559471 -0.29 -0.07 -0.07 -0.146
N -0.497122 3.548859 3.732461 -0.48 -0.44 -0.53 -0.327
C 0.681709 4.201517 3.216349 0.36 -0.23 0.25 -0.138
C -1.540032 3.462327 2.718397 -0.19 0.43 0.15 -0.169
N -0.081613 2.367277 5.808758 -1.67 -0.66 0.55 -0.302
C 0.806871 2.300322 6.964181 -0.14 0.04 0.45 -0.102
C -0.230374 1.096911 5.104645 -0.11 -0.09 -0.06 -0.125
H 0.991957 6.438496 6.745893 -0.20 -0.04 0.11 0.082
H 0.018857 6.547700 5.266650 0.07 0.06 0.01 0.088
H 1.467848 5.508649 5.368269 -0.11 -0.01 -0.13 0.060
H -1.525329 4.316624 7.992040 -0.05 0.03 -0.04 0.075
H -1.752338 5.929682 7.299260 -0.04 -0.04 0.04 0.082
H -0.352943 5.580433 8.338291 0.10 -0.03 -0.08 0.082
H 0.565994 5.291224 3.151949 0.10 0.00 -0.02 0.079
H 0.903234 3.835509 2.209548 -0.13 -0.07 0.00 0.075
H 1.561389 3.960537 3.818166 -0.04 0.13 0.10 0.075
H -1.923933 4.450538 2.433252 -0.09 -0.06 -0.07 0.084
H -2.378251 2.870285 3.080373 -0.04 0.10 0.01 0.045
H -1.158958 2.961994 1.822851 0.20 0.03 0.07 0.057
H 1.722236 2.862577 6.775961 -0.07 0.11 0.03 0.084
H 1.091794 1.266526 7.169910 -0.15 -0.05 -0.19 0.079
H 0.340655 2.676457 7.871891 0.08 0.10 0.00 0.073
H 0.645863 0.906912 4.480286 0.00 -0.02 -0.01 0.045
H -1.109706 1.097844 4.462884 0.05 0.08 -0.08 0.066
H -0.348451 0.263683 5.802732 0.01 0.07 0.06 0.081
```
Forces are in eV/Å.

2S+1   1
Energy   -96669.9587 eV
Gap between HOMO and LUMO   5.79 eV
Net charge   +1
E_HOMO   -9.471 eV

---

Entry from the OMol25 dataset: a cluster of 2 separate species, C3H8OS in total (wB97M-V/def2-TZVPD).

```
13
Properties=species:S:1:pos:R:3:forces:R:3:nbo_charge:R:1
C 0.633763 -1.954360 -0.918419 -0.81 0.87 -0.44 -0.731
C 1.123866 -0.550280 -0.581334 0.19 -2.13 0.92 0.457
O 1.067016 0.388376 -1.306625 -0.07 0.80 -0.60 -0.524
H -0.216434 -2.147699 -0.256241 -0.01 0.01 0.06 0.229
H 0.250502 -1.926923 -1.938638 0.13 -0.31 -0.05 0.227
H 1.324510 -2.772891 -0.752605 0.42 0.16 -0.01 0.235
H 1.506588 -0.514330 0.455159 0.17 0.59 0.06 0.103
C -1.337779 1.270551 0.923788 0.22 0.18 0.53 -0.724
S 0.136231 2.174612 1.564601 -0.22 -0.22 -0.67 -0.073
H -2.207084 1.833908 1.244945 -0.22 -0.08 -0.30 0.218
H -1.406900 0.267645 1.344122 0.21 0.07 0.15 0.211
H -1.268769 1.169606 -0.151418 -0.08 0.16 -0.11 0.231
H 0.394491 2.761786 0.372665 0.09 -0.12 0.45 0.139
```
Forces are in eV/Å.

2S+1   1
SMILES string   CC=O.CS
Energy   -16122.6892 eV
Gap between HOMO and LUMO   9.86 eV
ΔE to the lowest compared entry with this formula, charge and spin   12.64 kcal/mol
E_HOMO   -8.972 eV

---

Entry from the OMol25 dataset: an isolated molecule of C4H5NO (wB97M-V/def2-TZVPD).

```
11
Properties=species:S:1:pos:R:3:forces:R:3:nbo_charge:R:1
C 0.196279 -1.235400 -0.444527 -0.01 -0.12 0.03 -0.602
C 0.090569 0.268885 -0.748925 0.02 0.09 -0.06 -0.491
C 0.353941 1.034445 0.520728 0.45 0.14 0.03 0.510
O 1.400467 1.533526 0.848386 -0.56 -0.20 -0.17 -0.454
C -0.824060 1.073421 1.433577 -0.87 0.04 0.65 0.157
N -1.782429 1.074600 2.081685 0.95 0.01 -0.60 -0.253
H 1.236190 -1.567049 -0.480876 -0.11 0.07 0.03 0.222
H -0.384727 -1.820310 -1.159482 0.11 0.07 0.02 0.225
H -0.191481 -1.462823 0.554030 -0.02 0.00 -0.13 0.217
H -0.915302 0.514572 -1.106590 0.13 -0.02 0.08 0.231
H 0.820554 0.586134 -1.498005 -0.09 -0.07 0.11 0.239
```
Forces are in eV/Å.

2S+1   1
SMILES string   CCC(=O)C#N
Energy   -7765.7468 eV
Gap between HOMO and LUMO   10.84 eV
ΔE to the lowest compared entry with this formula, charge and spin   17.98 kcal/mol
E_HOMO   -11.116 eV